1.
ORCA calculation (wB97M-V/def2-TZVPD) on 2 unconnected molecules or ions with the total composition C5H10NS.

Structure (ORCA input):
```
! RIJCOSX wB97M-V def2-TZVPD def2/J DEFGRID3
* xyz 1 1
C -0.270 0.399 -1.019
C 0.753 0.379 -1.787
C 0.439 0.923 2.748
C -1.064 -1.455 0.790
C 0.817 0.011 -3.275
N -0.789 1.013 2.483
S -1.366 0.283 0.197
H 1.584 0.657 -1.253
H 0.856 1.380 3.665
H 1.156 0.384 2.107
H -1.892 -2.092 0.304
H -1.177 -1.580 1.807
H 0.546 1.001 -3.700
H 0.029 -0.771 -3.410
H 1.745 -0.286 -3.485
H -1.251 1.481 3.269
H -0.114 -1.728 0.561
*
```

HOMO energy: -13.952 eV
Relative energy (zero: lowest compared OMol25 entry of this formula, charge and spin): 4.296 eV
LUMO: -4.578 eV
Orbital gap: 9.374 eV

natural (NBO) atomic charge list, values in e, 6 entries:
1 C -0.10
2 C -0.17
3 C 0.00
4 C -0.70
5 C -0.60
6 N -0.65

---

2.
ORCA calculation (wB97M-V/def2-TZVPD) on a molecular structure, C44H46N7O3Se2TaTe.

Structure (ORCA input):
```
! RIJCOSX wB97M-V def2-TZVPD def2/J DEFGRID3
* xyz 2 1
Ta 0.353 -0.609 -0.694
C -1.882 -3.103 1.026
N -1.149 -2.038 1.726
C -0.577 -2.589 2.951
C -1.971 -0.893 1.931
C -2.650 -0.641 3.116
C -3.410 0.509 3.263
C -3.469 1.431 2.232
C -2.815 1.174 1.036
C -2.099 -0.001 0.858
N -1.596 -0.415 -0.436
C -2.625 -0.638 -1.384
C -3.984 -0.423 -1.168
C -4.878 -0.607 -2.210
C -4.436 -1.008 -3.460
C -3.094 -1.292 -3.658
C -2.204 -1.123 -2.612
N -0.809 -1.557 -2.653
C -0.201 -1.243 -3.978
C -0.868 -3.056 -2.565
H -2.666 -3.522 1.666
H -2.357 -2.713 0.126
H -1.184 -3.896 0.758
H -1.325 -3.104 3.565
H 0.185 -3.314 2.670
H -0.117 -1.800 3.541
H -2.582 -1.343 3.935
H -3.939 0.690 4.188
H -4.036 2.345 2.345
H -2.903 1.883 0.230
H -4.350 -0.109 -0.202
H -5.931 -0.430 -2.041
H -5.136 -1.130 -4.273
H -2.768 -1.654 -4.622
H -0.697 -1.822 -4.755
H -0.313 -0.186 -4.196
H 0.851 -1.511 -3.959
H -1.531 -3.430 -3.345
H 0.118 -3.476 -2.732
H -1.255 -3.356 -1.595
Se -0.177 1.934 3.162
Se 1.175 1.227 1.386
C 2.194 0.008 2.490
C 2.988 0.490 3.521
C 3.712 -0.435 4.255
C 3.615 -1.781 3.926
C 2.798 -2.146 2.869
N 2.095 -1.264 2.156
C -0.768 3.475 2.181
C -1.405 4.512 2.849
C -1.877 5.566 2.086
C -1.685 5.548 0.710
C -1.021 4.470 0.153
N -0.576 3.439 0.874
H 3.029 1.547 3.745
H 4.340 -0.111 5.073
H 4.157 -2.533 4.480
H 2.694 -3.185 2.578
H -1.524 4.500 3.924
H -2.380 6.397 2.560
H -2.036 6.355 0.084
H -0.841 4.416 -0.915
C 6.645 -0.249 -2.661
N 5.663 -0.301 -1.589
N 4.343 0.020 -1.783
C 3.660 -0.249 -0.641
O 2.410 0.051 -0.513
C 4.572 -0.803 0.266
C 5.803 -0.818 -0.363
C 7.113 -1.318 0.131
C 3.923 0.742 -2.946
C 4.125 2.112 -2.993
C 3.743 2.808 -4.129
C 3.174 2.128 -5.197
C 2.985 0.753 -5.141
C 3.365 0.049 -4.009
H 6.129 -0.209 -3.617
H 7.254 -1.149 -2.625
H 7.277 0.631 -2.560
H 4.376 -1.122 1.270
H 7.068 -1.467 1.207
H 7.916 -0.616 -0.089
H 7.360 -2.274 -0.334
H 4.564 2.623 -2.146
H 3.891 3.877 -4.182
H 2.888 2.673 -6.086
H 2.554 0.230 -5.983
H 3.233 -1.023 -3.938
Te 0.588 1.613 -2.171
C -1.174 2.098 -3.247
C -2.430 2.261 -2.683
C -3.520 2.587 -3.476
C -3.360 2.757 -4.843
C -2.102 2.613 -5.413
C -1.013 2.287 -4.619
H -2.555 2.138 -1.621
H -4.495 2.709 -3.023
H -4.209 3.013 -5.461
H -1.968 2.759 -6.476
H -0.033 2.182 -5.072
O 1.714 -1.829 -1.927
C 1.710 -2.772 -1.089
O 0.887 -2.701 -0.142
H 2.404 -3.613 -1.191
*
```

HOMO energy: -12.545 eV
Relative energy (zero: lowest compared OMol25 entry of this formula, charge and spin): 0.992 eV
LUMO: -5.928 eV
Orbital gap: 6.617 eV

Mulliken atomic charge list, values in e, 6 entries:
1 Ta 1.14
2 C -1.04
3 N 1.53
4 C -1.60
5 C -0.32
6 C -0.37